Entry 1:
{
  "formula": "C36H42CeN8O2S6",
  "method": "ωB97M-V with the def2-TZVPD basis set",
  "species": ["Ce", "C", "N", "C", "C", "N", "C", "S", "C", "C", "C", "C", "C", "N", "H", "H", "H", "H", "H", "H", "H", "H", "H", "O", "C", "C", "C", "C", "C", "C", "C", "O", "N", "N", "C", "S", "C", "C", "S", "H", "H", "H", "H", "H", "H", "H", "H", "H", "C", "N", "C", "C", "C", "C", "C", "C", "C", "C", "H", "H", "H", "H", "H", "H", "H", "H", "H", "H", "H", "H", "C", "C", "S", "C", "C", "S", "H", "H", "H", "H", "H", "H", "C", "N", "C", "C", "N", "C", "S", "H", "H", "H", "H", "H", "H"],
  "positions_angstrom": [[-0.4391, 0.4231, 0.1152], [3.0151, 4.8319, 2.6287], [3.6540, 3.6304, 2.1290], [4.8979, 3.1505, 2.5035], [5.0824, 1.9838, 1.8738], [3.9382, 1.7407, 1.1123], [3.0373, 2.7703, 1.2675], [1.5717, 3.0496, 0.5361], [3.7379, 0.4884, 0.4594], [4.7983, -0.0790, -0.2284], [4.6640, -1.3864, -0.6734], [3.5042, -2.0795, -0.3787], [2.4963, -1.3981, 0.2853], [2.5844, -0.1200, 0.6567], [3.7728, 5.4623, 3.0900], [2.2426, 4.5782, 3.3549], [2.5376, 5.3558, 1.8042], [5.5401, 3.6822, 3.1834], [5.8903, 1.2767, 1.9304], [5.6981, 0.4948, -0.4090], [5.4648, -1.8556, -1.2311], [3.3682, -3.1166, -0.6563], [1.5809, -1.8953, 0.5775], [0.4301, -5.4609, -2.2091], [0.5412, -4.4742, -3.1123], [0.8695, -4.8288, -4.4216], [1.0100, -3.8595, -5.3970], [0.8322, -2.5134, -5.0887], [0.5015, -2.1550, -3.7943], [0.3477, -3.1161, -2.7930], [0.0197, -2.6389, -1.4225], [-0.0877, -1.3847, -1.2246], [-0.1120, -3.5729, -0.5036], [-0.2343, -3.0892, 0.7860], [-0.3154, -4.0080, 1.6575], [-0.3555, -5.7302, 1.2316], [-0.6418, -6.2898, 2.9318], [0.0987, -5.3530, 3.8634], [-0.3130, -3.6558, 3.3854], [0.1983, -5.0157, -1.3480], [1.0082, -5.8795, -4.6457], [1.2552, -4.1578, -6.4104], [0.9437, -1.7538, -5.8526], [0.3588, -1.1156, -3.5226], [-0.2683, -7.3120, 3.0017], [-1.7106, -6.2774, 3.1392], [1.1759, -5.5003, 3.7944], [-0.2208, -5.4730, 4.8994], [-3.8655, -1.0652, 0.7241], [-3.0031, -0.2248, 1.5476], [-3.7465, 0.9434, 2.0084], [-2.5425, -0.9795, 2.7100], [-1.3587, -0.3547, 3.4052], [-1.3414, -0.3503, 4.7982], [-0.2230, 0.0951, 5.4912], [0.8709, 0.5528, 4.7693], [0.8153, 0.5768, 3.3770], [-0.2821, 0.1165, 2.6322], [-4.7497, -1.4049, 1.2912], [-3.3119, -1.9410, 0.3780], [-4.1876, -0.5080, -0.1531], [-4.5964, 0.6258, 2.6373], [-4.1180, 1.5024, 1.1532], [-3.0958, 1.5952, 2.5869], [-2.2618, -1.9734, 2.3573], [-3.3720, -1.1156, 3.4248], [-2.2063, -0.7082, 5.3519], [-0.2076, 0.0812, 6.5757], [1.7614, 0.8945, 5.2885], [1.6900, 0.9471, 2.8502], [-4.2060, 4.1645, -0.2965], [-3.2189, 3.0428, -0.5832], [-1.7293, 3.1093, 0.3800], [-3.5027, 2.0788, -1.4775], [-4.8335, 2.0714, -2.2044], [-2.4353, 0.7416, -1.9116], [-3.7667, 4.8705, 0.4054], [-5.1368, 3.7884, 0.1438], [-4.4770, 4.7127, -1.2048], [-5.2589, 3.0712, -2.3189], [-5.5648, 1.4614, -1.6603], [-4.7144, 1.6249, -3.1918], [1.3425, 2.5002, -5.3957], [0.5915, 3.1199, -4.3260], [-0.2539, 4.2173, -4.4512], [-0.8595, 4.3796, -3.2584], [-0.3830, 3.3910, -2.4254], [0.4939, 2.6030, -3.0688], [1.3393, 1.2642, -2.4781], [1.5445, 3.2442, -6.1644], [0.7854, 1.6669, -5.8264], [2.2759, 2.1124, -4.9956], [-0.3320, 4.7768, -5.3671], [-1.5845, 5.0996, -2.9210], [-0.7527, 3.2093, -1.4827]],
  "atomic_forces_ev_per_a": [[-0.27, 1.09, 0.02], [0.03, -0.02, -0.03], [0.00, 0.09, 0.11], [-0.09, 0.20, 0.00], [-0.11, -0.15, -0.07], [0.03, -0.16, -0.06], [0.20, -0.05, -0.09], [-0.18, -0.01, 0.26], [0.05, 0.16, -0.02], [0.11, -0.01, -0.07], [0.03, 0.09, 0.00], [0.02, 0.02, -0.01], [-0.08, 0.00, 0.06], [-0.07, -0.19, 0.20], [0.00, -0.01, 0.01], [0.00, -0.02, 0.00], [0.03, 0.01, -0.02], [-0.06, 0.00, 0.00], [-0.05, 0.02, -0.04], [-0.03, -0.03, -0.02], [0.00, 0.01, 0.02], [-0.03, 0.05, -0.01], [-0.02, -0.06, -0.11], [-0.02, -0.02, 0.09], [0.02, 0.11, -0.06], [0.02, 0.00, -0.05], [-0.02, 0.03, 0.01], [-0.01, -0.03, -0.01], [-0.03, -0.03, 0.00], [0.01, 0.08, -0.07], [-0.18, 0.14, -0.08], [0.08, -0.89, -0.22], [0.10, -0.14, -0.02], [-0.04, 0.13, 0.11], [0.07, -0.05, -0.05], [0.02, 0.02, 0.08], [0.05, -0.03, -0.10], [-0.07, 0.10, 0.04], [-0.07, 0.10, -0.03], [-0.01, -0.02, -0.04], [-0.01, 0.02, 0.01], [0.02, 0.01, 0.02], [0.00, -0.01, 0.02], [-0.01, -0.03, -0.01], [-0.03, 0.00, 0.05], [-0.03, -0.02, 0.03], [0.02, -0.04, 0.01], [0.04, -0.05, -0.01], [-0.07, 0.00, 0.00], [0.23, -0.09, -0.08], [-0.02, 0.03, -0.03], [0.02, -0.03, 0.02], [0.03, -0.07, 0.12], [0.01, 0.00, 0.04], [0.03, -0.01, -0.06], [-0.08, 0.01, -0.01], [0.02, -0.11, 0.08], [0.07, 0.04, 0.42], [0.03, -0.01, 0.01], [0.00, 0.02, 0.01], [0.00, 0.00, -0.01], [0.00, 0.00, -0.01], [0.01, 0.01, -0.02], [0.02, 0.00, 0.01], [0.03, -0.07, -0.02], [-0.05, -0.06, -0.01], [0.01, -0.01, -0.03], [0.00, 0.01, -0.01], [-0.01, 0.02, 0.00], [0.02, 0.04, 0.00], [0.09, -0.09, 0.00], [0.00, 0.14, 0.11], [0.07, -0.16, -0.07], [-0.07, -0.01, -0.18], [0.11, 0.00, 0.01], [-0.03, 0.00, 0.12], [-0.01, 0.01, 0.01], [0.02, 0.01, -0.01], [-0.01, 0.01, 0.02], [0.01, -0.04, 0.00], [0.01, 0.00, -0.02], [-0.01, 0.01, 0.00], [-0.03, 0.05, 0.08], [0.00, -0.03, -0.09], [0.08, -0.08, -0.01], [0.08, -0.18, 0.13], [0.04, 0.25, -0.59], [-0.01, 0.18, -0.05], [-0.04, -0.09, -0.12], [0.00, 0.00, 0.00], [-0.02, 0.00, 0.00], [0.03, 0.01, 0.01], [0.00, -0.05, 0.02], [0.03, -0.05, 0.00], [-0.04, -0.01, 0.40]],
  "lowdin_charge": [0.455, -0.043, -0.128, -0.055, -0.046, 0.012, -0.696, 0.694, -0.268, -0.007, -0.050, -0.025, -0.099, 0.144, 0.085, 0.098, 0.068, 0.116, 0.118, 0.114, 0.108, 0.115, 0.083, 0.025, -0.279, -0.033, -0.103, -0.096, -0.017, -0.058, -0.413, -0.289, -0.001, -0.054, -0.885, 0.931, -0.545, -0.540, 0.947, 0.025, 0.108, 0.094, 0.091, 0.067, 0.070, 0.071, 0.072, 0.073, -0.104, -0.279, -0.098, -0.211, -0.292, -0.083, -0.120, -0.117, -0.141, -0.215, 0.089, 0.090, 0.049, 0.090, 0.064, 0.079, 0.077, 0.119, 0.098, 0.085, 0.084, 0.051, -0.154, -0.778, 0.518, -0.781, -0.147, 0.558, 0.040, 0.071, 0.059, 0.052, 0.071, 0.049, -0.050, -0.131, -0.066, -0.067, 0.060, -0.744, 0.639, 0.083, 0.092, 0.060, 0.107, 0.118, -0.029],
  "total_charge": -1,
  "e_lumo_ev": [2.14, 2.14],
  "gap_ev": [5.4, 5.5],
  "molar_mass_da": 951.30,
  "multiplicity": 2
}

Entry 2:
{
  "formula": "C36H42N4O2Zn",
  "method": "ωB97M-V with the def2-TZVPD basis set",
  "species": ["Zn", "C", "C", "C", "C", "C", "C", "C", "C", "C", "C", "C", "C", "N", "C", "O", "C", "C", "C", "C", "C", "N", "C", "O", "N", "C", "C", "C", "C", "C", "C", "C", "C", "C", "C", "C", "C", "H", "H", "H", "H", "H", "H", "H", "H", "H", "H", "H", "H", "H", "H", "H", "H", "H", "H", "H", "H", "H", "H", "H", "H", "H", "H", "H", "H", "H", "H", "H", "H", "H", "H", "H", "H", "H", "C", "C", "C", "N", "C", "C", "H", "H", "H", "H", "H"],
  "positions_angstrom": [[0.1206, 0.3824, 0.5348], [-2.0730, 3.0842, -2.1017], [-1.5505, 1.6738, -1.8099], [-0.5479, 1.2219, -2.8836], [-2.6684, 0.6576, -1.6264], [-3.5795, 0.5207, -2.6712], [-4.6127, -0.3958, -2.6129], [-4.7047, -1.2281, -1.5095], [-3.7968, -1.1590, -0.4596], [-3.9120, -2.2150, 0.6367], [-5.2309, -2.1042, 1.4082], [-3.7449, -3.6234, 0.0563], [-2.7885, -0.1666, -0.4901], [-1.8405, -0.0802, 0.5679], [-2.2868, -0.0804, 1.8658], [-3.4246, 0.0977, 2.2790], [-1.1833, -0.4543, 2.8688], [-1.3165, -0.9637, 4.1449], [-0.1492, -1.3956, 4.7834], [1.0981, -1.3415, 4.1559], [1.1405, -0.7992, 2.8840], [0.0223, -0.3630, 2.3473], [2.3117, -0.8002, 1.8853], [3.3694, -1.3132, 2.2275], [1.9956, -0.2801, 0.6580], [2.8744, -0.6181, -0.4240], [3.8774, 0.2711, -0.8294], [4.6720, -0.0590, -1.9225], [4.4871, -1.2514, -2.6039], [3.5021, -2.1306, -2.1870], [2.6875, -1.8374, -1.0968], [1.6437, -2.8564, -0.6706], [2.3056, -4.1477, -0.1775], [0.6438, -3.1374, -1.7944], [4.0540, 1.6019, -0.1272], [5.5160, 2.0266, 0.0159], [3.2437, 2.6789, -0.8609], [-1.2631, 3.8178, -2.0443], [-2.8571, 3.3720, -1.3959], [-2.4974, 3.1357, -3.1079], [-0.9967, 1.7502, -0.8827], [-1.0455, 1.0883, -3.8480], [-0.0813, 0.2664, -2.6169], [0.2477, 1.9645, -3.0094], [-3.4815, 1.1547, -3.5469], [-5.3304, -0.4704, -3.4222], [-5.4941, -1.9725, -1.4741], [-3.0997, -2.0782, 1.3425], [-6.0835, -2.2566, 0.7380], [-5.3239, -1.1222, 1.8712], [-5.2809, -2.8681, 2.1905], [-4.5583, -3.8704, -0.6319], [-3.7496, -4.3673, 0.8590], [-2.8051, -3.7124, -0.4911], [-2.2935, -1.0537, 4.6035], [-0.2211, -1.8197, 5.7790], [1.9993, -1.7275, 4.6143], [5.4503, 0.6239, -2.2468], [5.1169, -1.4982, -3.4517], [3.3686, -3.0700, -2.7146], [1.0817, -2.4465, 0.1642], [2.8632, -4.6340, -0.9843], [1.5513, -4.8535, 0.1840], [3.0028, -3.9342, 0.6365], [1.1416, -3.5532, -2.6757], [0.1237, -2.2239, -2.1021], [-0.1078, -3.8576, -1.4633], [3.6524, 1.4800, 0.8785], [5.9605, 2.2837, -0.9500], [6.1122, 1.2302, 0.4668], [5.5884, 2.9123, 0.6528], [3.6016, 2.7730, -1.8909], [3.3398, 3.6573, -0.3755], [2.1804, 2.4178, -0.9045], [-0.0334, 5.1666, 1.7337], [1.1782, 4.4925, 1.7284], [1.1796, 3.1345, 1.4699], [0.0558, 2.4514, 1.2212], [-1.1158, 3.1032, 1.2443], [-1.2018, 4.4577, 1.4985], [-0.0669, 6.2321, 1.9239], [2.1117, 5.0040, 1.9241], [2.1001, 2.5603, 1.4703], [-2.0051, 2.5047, 1.0647], [-2.1691, 4.9406, 1.5105]],
  "atomic_forces_ev_per_a": [[0.05, 0.09, -0.21], [-0.06, -0.05, -0.06], [-0.03, -0.10, -0.17], [-0.02, 0.02, 0.06], [0.05, 0.02, -0.05], [-0.04, 0.02, 0.01], [0.01, 0.03, 0.04], [0.02, -0.01, -0.06], [-0.02, -0.02, 0.12], [-0.06, -0.03, -0.13], [-0.05, 0.04, -0.07], [-0.06, -0.01, -0.06], [-0.07, -0.04, 0.13], [-0.07, 0.13, 0.33], [0.00, -0.20, -0.15], [0.19, 0.22, -0.02], [0.06, 0.21, -0.32], [-0.04, -0.11, 0.20], [0.03, 0.00, -0.03], [-0.02, -0.06, 0.16], [0.02, 0.05, -0.33], [0.00, -0.15, 0.22], [0.08, 0.02, -0.08], [-0.18, 0.11, -0.14], [-0.03, -0.22, 0.32], [-0.04, -0.05, 0.08], [-0.01, 0.01, -0.04], [0.00, 0.01, -0.01], [0.01, -0.01, 0.00], [0.03, 0.03, 0.01], [0.02, 0.02, 0.03], [0.07, -0.05, -0.09], [0.04, 0.01, -0.01], [-0.02, 0.03, -0.04], [0.04, 0.02, -0.09], [0.00, -0.01, -0.02], [0.05, -0.01, -0.08], [-0.03, -0.06, -0.02], [0.08, -0.02, -0.04], [0.00, 0.04, 0.06], [0.04, 0.03, 0.23], [0.04, 0.01, 0.06], [-0.05, 0.06, -0.04], [-0.07, -0.07, 0.01], [0.01, -0.03, 0.06], [0.06, -0.01, 0.05], [0.06, 0.04, 0.01], [0.03, -0.07, 0.02], [0.06, -0.02, 0.05], [-0.01, -0.09, -0.04], [0.01, 0.05, -0.06], [0.06, 0.00, 0.04], [0.00, 0.06, -0.06], [0.01, -0.02, -0.01], [0.08, 0.02, -0.02], [0.01, 0.04, -0.06], [-0.07, 0.01, 0.00], [-0.06, -0.05, 0.03], [-0.05, 0.02, 0.05], [0.00, 0.06, 0.04], [-0.06, 0.11, 0.13], [-0.04, 0.03, 0.06], [0.05, 0.06, -0.03], [-0.04, -0.02, -0.06], [-0.05, 0.03, 0.07], [0.04, -0.08, 0.01], [0.00, 0.01, -0.01], [0.01, -0.03, 0.07], [-0.03, -0.02, 0.07], [-0.04, 0.05, -0.03], [0.00, -0.04, -0.04], [-0.02, 0.01, 0.07], [-0.01, -0.10, -0.06], [0.12, 0.02, -0.04], [0.04, 0.02, 0.00], [-0.03, 0.05, 0.07], [-0.15, -0.15, 0.16], [0.03, 0.12, -0.31], [0.09, -0.14, 0.09], [0.00, 0.05, 0.05], [0.00, -0.02, 0.01], [-0.05, -0.02, -0.02], [-0.17, 0.05, -0.02], [0.10, 0.04, -0.05], [0.02, 0.00, 0.00]],
  "lowdin_charge": [0.761, -0.061, -0.398, -0.047, -0.139, -0.050, -0.074, -0.042, -0.119, -0.373, -0.061, -0.059, -0.142, 0.029, -0.479, 0.050, -0.156, 0.025, -0.023, 0.023, -0.153, 0.040, -0.456, 0.063, -0.001, -0.169, -0.140, -0.037, -0.072, -0.039, -0.135, -0.376, -0.053, -0.054, -0.376, -0.066, -0.064, 0.080, 0.083, 0.076, 0.046, 0.083, 0.067, 0.079, 0.109, 0.102, 0.109, 0.107, 0.075, 0.068, 0.080, 0.074, 0.079, 0.072, 0.123, 0.111, 0.122, 0.106, 0.102, 0.110, 0.108, 0.077, 0.079, 0.082, 0.077, 0.070, 0.073, 0.103, 0.072, 0.090, 0.077, 0.090, 0.075, 0.059, -0.046, -0.040, -0.119, 0.028, -0.112, -0.036, 0.113, 0.114, 0.093, 0.116, 0.115],
  "total_charge": 0,
  "e_lumo_ev": -0.12,
  "gap_ev": 7.8,
  "molar_mass_da": 628.15
}